The following is a quantum chemistry calculation of 3 unconnected molecules or ions with the total composition C14H33N5O2PS3, from OMol25.

Results
Gap between HOMO and LUMO ... 7.7386 eV
Charge ... +1
Energy above the lowest of the compared OMol25 structures with the same formula, charge and spin ... 122.19 kJ/mol
Maximum force ... 3.31 eV/Å

XYZ file:
```
58
Properties=species:S:1:pos:R:3:forces:R:3:nbo_charge:R:1
C 1.184877 -0.083600 0.496713 -0.912 0.252 1.404 -0.6306
C 0.456692 1.295661 0.730998 1.584 -0.166 -0.991 -0.2335
N -0.916376 1.312634 0.173407 -0.286 1.515 0.179 -0.5244
C -1.962010 1.016830 1.191909 -0.218 -1.149 0.397 -0.2056
C -1.553241 -0.044304 2.247877 -0.720 -0.024 -0.268 -0.6274
C -1.240932 2.620012 -0.326503 -0.051 1.029 0.559 -0.0972
S -0.850029 4.012955 0.440764 -0.235 -0.636 -0.413 0.0904
S -2.099501 2.794968 -1.929527 -0.229 -1.325 -0.268 0.2486
C -3.766857 3.473969 -1.613349 -0.239 0.125 0.910 -0.5327
C -4.612819 2.674683 -0.580172 -0.463 0.523 -0.038 -0.4367
C -5.658994 1.715404 -1.245181 0.331 1.665 0.286 -0.2425
N -6.107719 0.737821 -0.254700 -0.364 -0.947 0.271 -0.1742
N -7.093119 1.051368 0.627561 -1.170 0.971 0.525 -0.3329
C -7.334355 0.023182 1.428088 0.629 -0.898 -0.025 0.2722
N -6.520534 -1.007362 1.154384 -0.500 2.046 -0.555 -0.4382
C -5.773121 -0.509088 0.119284 0.416 -1.569 0.201 0.5808
N -4.805639 -1.283939 -0.407144 -0.179 1.036 -0.898 -0.8871
P -3.634803 -0.974157 -1.661515 2.486 -2.159 0.329 0.9224
S -2.038695 -2.007298 -1.237494 -0.591 0.242 -0.065 -0.5245
H 0.462802 -0.816726 0.092578 0.554 0.367 -0.100 0.2238
H 2.098084 0.015943 -0.106377 -0.492 -0.081 0.128 0.2331
H 1.460650 -0.440357 1.510972 0.147 -0.091 -0.691 0.2118
H 0.534484 1.629162 1.781207 -0.318 -0.178 -0.451 0.1994
H 1.044342 2.030804 0.146598 -0.473 -0.254 0.389 0.2162
H -2.276635 1.932760 1.736235 0.177 -0.299 -0.368 0.1888
H -2.827011 0.580639 0.638071 0.339 0.396 0.408 0.1655
H -2.427069 -0.175861 2.922179 0.444 0.040 -0.387 0.2168
H -1.380100 -1.009970 1.741156 0.208 0.412 0.391 0.2316
H -0.717553 0.261416 2.896010 -0.219 -0.186 -0.498 0.2271
H -3.667073 4.520573 -1.273040 -0.066 -0.494 -0.247 0.2488
H -4.324759 3.458461 -2.572432 0.708 0.170 0.277 0.2357
H -4.012411 2.145675 0.176819 -0.113 0.192 -0.536 0.2394
H -5.210330 3.426885 -0.017714 0.353 -0.464 -0.168 0.2193
H -6.538399 2.350445 -1.481342 0.317 -0.643 -0.047 0.2367
H -5.325571 1.295097 -2.205568 -0.105 -0.381 0.649 0.2487
H -7.569285 1.945883 0.658499 0.293 -0.060 -0.324 0.4508
H -8.110942 0.083086 2.195082 0.403 -0.193 -0.294 0.2551
H -4.741486 -2.217215 0.001809 0.141 0.284 -0.080 0.4742
H -4.137691 -1.504286 -2.883445 -0.553 0.884 0.394 0.0172
H -3.248568 0.390158 -1.747148 -1.004 0.049 0.025 0.0309
C 5.175347 -3.294022 0.235071 0.046 -0.115 0.011 -0.6416
C 4.247870 -2.098727 0.149010 0.421 -0.045 -0.176 -0.0605
O 4.910688 -0.919351 0.598549 -0.211 0.196 0.118 -0.7251
H 5.517279 -3.439213 1.261509 -0.111 0.000 0.009 0.2109
H 4.673716 -4.203625 -0.100926 0.047 -0.002 -0.008 0.2118
H 6.065234 -3.136508 -0.379753 -0.080 -0.024 -0.097 0.2182
H 3.371156 -2.247620 0.779764 0.037 0.172 0.043 0.1725
H 3.909328 -1.941126 -0.880883 -0.119 -0.154 0.005 0.1549
H 5.678679 -0.786444 0.032346 -0.042 -0.074 0.082 0.4585
C 9.265042 -1.676435 0.304466 -0.010 -0.072 0.029 -0.6352
C 9.323070 -1.793107 -1.206994 -0.124 0.322 0.237 -0.0622
O 8.018959 -1.666092 -1.772500 -0.143 -0.147 -0.064 -0.7225
H 8.613058 -2.445777 0.722138 0.067 -0.036 -0.033 0.2127
H 10.258539 -1.780907 0.743538 -0.032 0.040 0.029 0.2185
H 8.851252 -0.708993 0.602149 0.111 0.036 -0.004 0.1961
H 9.715784 -2.765951 -1.500316 -0.138 0.019 -0.112 0.1822
H 9.968699 -1.017889 -1.630983 0.134 -0.095 0.029 0.1599
H 7.677995 -0.800524 -1.521732 0.116 -0.022 -0.108 0.4531
```
Positions in Å, forces in eV/Å.